# 1
{"formula": "C41H42KN5O2S5Si", "method": "wB97M-V/def2-TZVPD", "relative_energy_kj_mol": 29.72, "homo_energy_ha": [-0.0337, -0.0214], "lumo_ev": [3.595, 3.594], "total_charge": -2, "orbital_gap_ev": [4.512, 4.176], "e_tot_ha": -4892.258901, "symbols": ["K", "C", "C", "S", "C", "C", "S", "C", "C", "S", "C", "C", "S", "H", "H", "H", "H", "H", "H", "H", "H", "H", "H", "H", "H", "H", "H", "H", "H", "S", "C", "N", "N", "C", "C", "C", "C", "C", "C", "N", "N", "C", "C", "C", "C", "C", "C", "H", "H", "H", "H", "H", "H", "H", "H", "H", "H", "H", "C", "C", "C", "C", "C", "C", "Si", "C", "C", "C", "C", "C", "C", "H", "H", "H", "H", "H", "H", "H", "H", "H", "H", "H", "O", "C", "N", "C", "O", "C", "C", "C", "C", "C", "C", "H", "H", "H", "H"], "xyz": [[0.6491, -0.0959, 0.3641], [-1.2850, -0.2740, 3.6237], [-0.9666, 1.2107, 3.7979], [0.6712, 1.7529, 3.1907], [0.3082, 3.4791, 2.8270], [-0.3706, 3.7867, 1.4870], [-2.1520, 4.0134, 1.7551], [-2.7749, 4.1225, 0.0574], [-3.6709, 2.9412, -0.3059], [-2.6870, 1.5031, -0.8183], [-3.5456, 0.2180, 0.1324], [-3.2063, 0.1670, 1.6243], [-1.7234, -0.8292, 1.9505], [-2.0984, -0.5272, 4.3090], [-0.4133, -0.8752, 3.8930], [-1.0189, 1.4460, 4.8643], [-1.7106, 1.8207, 3.2907], [1.2926, 3.9519, 2.8343], [-0.2494, 3.9218, 3.6573], [-0.2209, 2.9780, 0.7707], [0.0387, 4.7010, 1.0546], [-1.9068, 4.1508, -0.6037], [-3.3021, 5.0710, -0.0606], [-4.3231, 3.2307, -1.1354], [-4.3103, 2.6797, 0.5388], [-3.3070, -0.7162, -0.3779], [-4.6198, 0.3825, 0.0181], [-4.0403, -0.2751, 2.1777], [-3.0556, 1.1843, 1.9865], [-1.1733, -1.0123, -2.0826], [-0.2645, -0.1948, -3.3577], [-0.6158, -0.4951, -4.5966], [0.1184, 0.2035, -5.5921], [-0.0619, 1.5021, -5.9267], [-0.8265, 2.3908, -5.1463], [-0.9750, 3.7077, -5.5425], [-0.3875, 4.2063, -6.7030], [0.3664, 3.3291, -7.4775], [0.5262, 2.0077, -7.1054], [0.7710, 0.7152, -3.1826], [1.1479, 0.9621, -1.9412], [2.3132, 1.7107, -1.8916], [2.9306, 2.3145, -3.0104], [4.1069, 3.0265, -2.8630], [4.7319, 3.1665, -1.6254], [4.1378, 2.5718, -0.5135], [2.9549, 1.8673, -0.6376], [0.4346, -0.3997, -6.3311], [-1.2842, 2.0286, -4.2370], [-1.5653, 4.3689, -4.9162], [-0.5037, 5.2442, -6.9875], [0.8439, 3.6802, -8.3868], [1.1270, 1.3408, -7.7164], [2.4544, 2.2025, -3.9746], [4.5544, 3.4827, -3.7413], [5.6601, 3.7169, -1.5300], [4.6078, 2.6481, 0.4610], [2.5314, 1.4018, 0.2464], [6.1920, -0.4773, -2.3172], [6.0247, -1.1509, -1.1169], [4.8500, -1.8503, -0.8695], [3.8263, -1.8965, -1.8197], [4.0121, -1.2069, -3.0220], [5.1820, -0.5041, -3.2687], [2.1788, -2.6453, -1.3739], [1.4755, -3.9063, -2.5467], [1.3563, -3.6528, -3.9147], [0.6974, -4.5406, -4.7520], [0.1427, -5.7017, -4.2339], [0.2423, -5.9670, -2.8763], [0.8975, -5.0724, -2.0402], [7.0954, 0.0924, -2.5003], [6.7982, -1.1147, -0.3589], [4.7315, -2.3519, 0.0848], [3.2129, -1.1462, -3.7518], [5.2860, 0.0555, -4.1900], [1.2526, -1.5338, -1.2590], [1.7372, -2.7321, -4.3381], [0.5920, -4.3074, -5.8042], [-0.3863, -6.3885, -4.8848], [-0.2058, -6.8625, -2.4617], [0.9604, -5.2796, -0.9793], [1.8560, -0.8589, 3.8656], [2.2482, -1.7576, 3.0990], [1.9326, -1.8654, 1.7362], [2.4656, -3.0194, 1.3240], [2.3529, -3.5099, 0.0663], [3.1797, -3.7280, 2.3244], [3.9028, -4.9312, 2.3547], [4.4908, -5.2959, 3.5464], [4.3722, -4.4881, 4.7063], [3.6576, -3.3041, 4.6730], [3.0586, -2.9251, 3.4758], [3.9968, -5.5492, 1.4702], [5.0564, -6.2196, 3.6007], [4.8521, -4.8032, 5.6258], [3.5612, -2.6766, 5.5515]], "mulliken_charge": [1.1004, -0.4610, -0.4628, 0.2327, -1.1370, 0.2600, -0.2373, -0.6243, -1.0445, 0.3026, -1.2845, -0.2005, 0.1126, 0.5471, 0.0677, 0.4536, -0.0572, 0.3460, 0.4673, -0.3445, 0.5319, 0.2968, 0.4541, 0.4879, 0.3745, 0.4435, 0.4589, 0.4287, -0.0086, -0.5587, 0.1995, -0.9440, 0.2198, 0.4451, -0.2494, -0.6078, -0.6104, -0.3848, -0.5806, -0.1980, 0.5276, -0.0399, -0.2968, -0.6003, -0.5477, -0.8487, -0.0537, 0.2212, 0.5422, 0.3439, 0.3554, 0.3291, 0.2657, 0.4601, 0.3742, 0.3484, 0.4112, -0.0077, -0.4914, -0.7087, -0.0866, 0.5962, 0.0709, -0.5921, -0.2265, 0.4620, 0.2173, -0.7062, -0.4173, -0.6021, -0.3588, 0.3411, 0.3982, 0.2850, -0.1664, 0.3885, -0.3060, -0.0712, 0.3724, 0.3384, 0.3584, 0.3767, -0.7724, -0.7166, 0.9753, -1.3415, -0.2155, 0.8389, -0.3732, -0.5392, -0.5217, -0.3298, -0.1470, 0.4722, 0.3750, 0.3600, 0.4447]}

=====

# 2
{"formula": "C41H42P2Pd", "method": "wB97M-V/def2-TZVPD", "homo_energy_ha": [-0.4126, -0.4705], "lumo_ev": [-6.747, -8.663], "total_charge": 2, "orbital_gap_ev": [4.481, 4.141], "e_tot_ha": -2397.202702, "multiplicity": 5, "symbols": ["Pd", "C", "C", "C", "C", "C", "C", "C", "C", "C", "H", "H", "H", "H", "H", "H", "H", "H", "H", "H", "H", "H", "H", "H", "H", "P", "P", "C", "C", "C", "C", "C", "C", "C", "C", "C", "C", "C", "C", "C", "C", "C", "C", "C", "C", "C", "C", "C", "C", "C", "C", "C", "C", "H", "H", "H", "H", "H", "H", "H", "H", "H", "H", "H", "H", "H", "H", "H", "H", "H", "H", "H", "H", "H", "H", "C", "C", "C", "C", "C", "C", "H", "H", "H", "H", "H"], "xyz": [[-2.0289, -3.4039, -0.7488], [-3.0621, -5.0602, -1.6360], [-3.1930, -3.8723, -2.3886], [-4.5320, -3.1818, -2.4610], [-4.8915, -2.5295, -1.0978], [-3.7392, -2.4885, -0.1305], [-3.4194, -3.5833, 0.7168], [-4.1488, -4.8990, 0.6874], [-4.0758, -5.6297, -0.6866], [-1.0548, 1.5191, 0.5946], [-2.4094, -5.8201, -2.0881], [-2.5073, -3.7078, -3.2220], [-5.3414, -3.8764, -2.7341], [-4.4653, -2.3879, -3.2184], [-5.2028, -1.4894, -1.2961], [-5.7394, -3.0694, -0.6279], [-3.4809, -1.4889, 0.2259], [-2.9590, -3.3185, 1.6711], [-5.2126, -4.7611, 0.9556], [-3.6742, -5.5349, 1.4583], [-3.8286, -6.6889, -0.4852], [-5.0688, -5.6430, -1.1604], [-0.6937, 0.4892, 0.6573], [-0.8128, 2.0674, 1.5133], [-0.6183, 2.0173, -0.2740], [-2.5983, -0.8111, -3.0428], [-2.8276, 1.5187, 0.4038], [-2.4920, 0.7486, -2.2675], [-3.3459, 0.9236, -1.1727], [-1.2633, -1.2699, -4.1055], [-1.7775, -1.2207, -5.4325], [-0.9155, -1.2797, -6.5115], [0.4478, -1.5317, -6.3026], [0.9163, -1.8114, -5.0141], [0.0414, -1.7980, -3.9324], [-0.7149, -5.0136, -0.7386], [-0.8120, -5.7429, 0.4196], [0.2386, -6.6289, 0.7066], [1.1841, -6.8736, -0.2891], [1.1725, -6.1979, -1.5109], [0.1713, -5.2445, -1.7712], [-3.3560, 3.2409, 0.4541], [-3.0234, 4.0323, -0.6579], [-3.3530, 5.3842, -0.6708], [-4.0578, 5.9309, 0.4119], [-4.3857, 5.1436, 1.5228], [-4.0375, 3.7928, 1.5499], [-3.5520, 0.6149, 1.7934], [-2.7537, -0.1456, 2.6702], [-3.3409, -0.8643, 3.7078], [-4.7215, -0.8342, 3.8945], [-5.5277, -0.1014, 3.0223], [-4.9463, 0.6261, 1.9822], [-1.9623, 1.5896, -2.7408], [-4.4241, 0.7231, -1.2690], [-2.8595, -1.1451, -5.5721], [-1.3090, -1.1209, -7.5154], [1.1310, -1.5396, -7.1533], [1.9774, -2.0514, -4.8625], [0.3835, -2.2034, -2.9781], [-1.6290, -5.5721, 1.1134], [0.2591, -7.1156, 1.6850], [1.9301, -7.6437, -0.1063], [1.8968, -6.4095, -2.2945], [0.0805, -4.7230, -2.7316], [-2.5218, 3.5722, -1.5115], [-3.0649, 5.9989, -1.5246], [-4.3536, 6.9773, 0.3811], [-4.9158, 5.5801, 2.3727], [-4.2952, 3.1685, 2.4061], [-1.6673, -0.1510, 2.5496], [-2.7084, -1.4509, 4.3787], [-5.1698, -1.3915, 4.7164], [-6.6091, -0.0833, 3.1519], [-5.5765, 1.2266, 1.3220], [2.5409, -1.2812, -0.2996], [1.5225, -0.5403, -0.9063], [0.2052, -1.0655, -0.9686], [-0.0830, -2.2682, -0.3606], [0.8691, -2.8709, 0.4438], [2.2115, -2.4415, 0.3932], [3.5824, -0.9450, -0.3644], [1.7481, 0.4340, -1.3520], [-0.5553, -0.5369, -1.5538], [0.6195, -3.7261, 1.0629], [2.9803, -3.0362, 0.9014]], "lowdin_spin": [0.3538, 0.0397, 0.1010, 0.0488, 0.0184, 0.1083, 0.1472, 0.0221, 0.0084, 0.0043, 0.0040, 0.0159, 0.0054, 0.0173, 0.0029, 0.0023, 0.0073, 0.0135, 0.0079, 0.0004, 0.0004, 0.0011, 0.0002, -0.0003, 0.0022, 0.4592, 0.0971, 0.4754, 0.6004, 0.1045, 0.0488, 0.0028, 0.0409, 0.0024, 0.0346, 0.2086, 0.0592, 0.0124, 0.0487, 0.0118, 0.0676, 0.0316, 0.0102, 0.0001, 0.0046, 0.0035, 0.0061, 0.0175, 0.0050, 0.0005, 0.0034, 0.0002, 0.0036, 0.0409, 0.0316, 0.0077, -0.0002, 0.0020, -0.0006, 0.0023, 0.0070, 0.0008, 0.0028, 0.0012, 0.0049, 0.0013, 0.0000, 0.0002, 0.0003, 0.0002, 0.0003, 0.0000, 0.0002, 0.0000, 0.0003, -0.0029, 0.0231, 0.0762, 0.3978, 0.0565, 0.0231, 0.0008, 0.0034, 0.0178, 0.0042, 0.0038]}

=====

Looking at strongest force on any atom for the records above, in order, we have 1.029 4.878 eV/Å.